[1]
Here is C33H39IN3O3SbV as an isolated structure from OMol25. Energies are from wB97M-V/def2-TZVPD.

Calculated values
HOMO energy (alpha / beta), eV: -10.49 / -10.69
Kohn-Sham gap (alpha / beta), eV: 6.8 / 7.0
2S+1: 3
Net charge: +1

CARTESIAN COORDINATES (ANGSTROEM)
V  -0.017  -0.105  0.283
C  -1.738  -3.953  -1.420
C  -1.921  -2.751  -2.288
N  -2.516  -2.885  -3.454
C  -2.674  -1.821  -4.252
C  -2.278  -0.542  -3.926
C  -2.497  0.568  -4.934
O  -3.522  0.289  -5.857
C  -1.640  -0.358  -2.671
C  -1.329  0.967  -2.201
N  -0.757  1.254  -1.081
C  -0.642  2.636  -0.710
C  0.185  3.486  -1.431
C  0.300  4.812  -1.042
C  -0.402  5.274  0.061
C  -1.220  4.418  0.786
C  -1.339  3.089  0.404
I  -2.535  1.787  1.494
C  -1.436  -1.490  -1.861
O  -0.812  -1.445  -0.699
H  -2.069  -4.837  -1.957
H  -2.315  -3.857  -0.498
H  -0.692  -4.066  -1.130
H  -3.154  -2.006  -5.204
H  -1.591  0.686  -5.534
H  -2.677  1.531  -4.446
H  -4.364  0.234  -5.392
H  -1.661  1.802  -2.814
H  0.736  3.100  -2.278
H  0.936  5.485  -1.600
H  -0.314  6.307  0.366
H  -1.759  4.783  1.649
C  1.670  1.074  -4.108
Sb  1.853  -0.661  -2.860
C  3.943  -0.951  -3.179
C  1.182  -2.067  -4.321
H  2.120  0.881  -5.082
H  2.176  1.929  -3.660
H  0.622  1.332  -4.266
H  4.184  -0.762  -4.225
H  4.218  -1.977  -2.939
H  4.524  -0.278  -2.551
H  1.761  -1.965  -5.238
H  0.128  -1.903  -4.544
H  1.295  -3.082  -3.941
C  1.178  3.353  4.120
C  1.503  3.244  2.779
C  1.343  2.030  2.121
C  0.821  0.932  2.800
C  0.491  1.041  4.154
C  0.682  2.246  4.804
N  0.532  -0.241  2.074
C  0.729  -1.510  2.673
C  -0.189  -2.531  2.448
C  0.055  -3.801  2.957
C  1.190  -4.044  3.713
C  2.092  -3.013  3.958
C  1.873  -1.752  3.435
H  1.320  4.290  4.641
H  1.904  4.094  2.241
H  1.663  1.936  1.087
H  0.077  0.190  4.678
H  0.433  2.330  5.853
H  -1.095  -2.335  1.884
H  -0.660  -4.592  2.777
H  1.370  -5.028  4.122
H  2.974  -3.200  4.555
H  2.582  -0.952  3.611
C  4.805  -1.644  0.794
C  5.269  -0.213  0.523
C  3.988  0.566  0.750
O  2.943  -0.269  0.230
C  3.374  -1.646  0.261
H  4.814  -1.853  1.865
H  5.426  -2.393  0.305
H  5.604  -0.105  -0.510
H  6.078  0.108  1.177
H  3.946  1.522  0.227
H  3.823  0.745  1.818
H  3.317  -2.037  -0.758
H  2.695  -2.223  0.889

The net atomic charges from Löwdin, expressed in e, are:
1 V 0.94
2 C -0.01
3 C -0.26
4 N 0.15
5 C -0.08
6 C -0.13
7 C -0.21
8 O -0.04
9 C -0.11
10 C -0.06
11 N -0.06
12 C -0.35
13 C -0.01
14 C -0.05
15 C -0.06
16 C -0.13
17 C -0.64
18 I 1.10
19 C -0.29
20 O -0.22
21 H 0.09
22 H 0.09
23 H 0.08
24 H 0.12
25 H 0.13
26 H 0.11
27 H 0.11
28 H 0.14
29 H 0.10
30 H 0.12
31 H 0.12
32 H 0.11
33 C -0.32
34 Sb 1.37
35 C -0.31
36 C -0.30
37 H 0.01
38 H 0.00
39 H -0.02
40 H 0.01
41 H 0.01
42 H -0.01
43 H 0.02
44 H -0.01
45 H 0.01
46 C -0.07
47 C -0.07
48 C -0.07
49 C -0.33
50 C -0.02
51 C -0.06
52 N -0.10
53 C -0.30
54 C -0.03
55 C -0.06
56 C -0.07
57 C -0.06
58 C -0.04
59 H 0.11
60 H 0.11
61 H 0.10
62 H 0.13
63 H 0.11
64 H 0.10
65 H 0.11
66 H 0.11
67 H 0.11
68 H 0.12
69 C -0.14
70 C -0.15
71 C -0.20
72 O -0.26
73 C -0.20
74 H 0.11
75 H 0.12
76 H 0.10
77 H 0.12
78 H 0.12
79 H 0.12
80 H 0.07
81 H 0.11

[2]
Here is C33H39N2O2PPdSi as an isolated structure from OMol25. Energies are from wB97M-V/def2-TZVPD.

Calculated values
HOMO energy, eV: -0.47
Kohn-Sham gap, eV: 5.0
Net charge: -2

CARTESIAN COORDINATES (ANGSTROEM)
Pd  -0.622  -0.624  0.112
O  -4.821  -2.317  0.574
C  -3.799  -1.666  0.864
O  -2.655  -2.091  1.149
C  -3.992  -0.119  0.860
P  -2.448  0.881  0.882
C  -1.920  0.816  -0.889
C  -1.055  1.805  -1.407
C  -0.672  1.801  -2.735
C  -1.118  0.794  -3.592
C  -1.946  -0.202  -3.101
C  -2.354  -0.200  -1.767
C  -3.305  2.555  0.833
C  -3.440  3.233  2.043
C  -4.105  4.451  2.118
C  -4.639  5.018  0.968
C  -4.501  4.360  -0.250
C  -3.839  3.142  -0.312
H  -4.534  0.139  1.775
H  -4.641  0.159  0.023
H  -0.691  2.586  -0.750
H  0.002  2.570  -3.096
H  -0.799  0.779  -4.628
H  -2.275  -1.009  -3.746
H  -3.023  -0.977  -1.417
H  -3.011  2.795  2.939
H  -4.198  4.958  3.072
H  -5.155  5.970  1.017
H  -4.911  4.796  -1.154
H  -3.726  2.640  -1.267
C  0.684  -2.696  3.706
C  1.609  -2.446  2.532
C  2.970  -2.653  2.708
C  3.950  -2.507  1.673
C  3.846  -1.641  0.642
C  1.504  -1.555  0.315
N  0.961  -2.145  1.409
N  1.188  -1.877  -0.916
Si  0.628  -3.433  -1.370
C  -1.226  -3.642  -1.499
C  1.292  -4.802  -0.260
C  1.335  -3.736  -3.099
H  1.011  -3.551  4.303
H  -0.325  -2.867  3.336
H  0.664  -1.822  4.363
H  3.275  -3.114  3.643
H  4.820  -3.162  1.705
H  4.522  -1.718  -0.203
H  -1.720  -3.395  -0.555
H  -1.453  -4.687  -1.744
H  -1.648  -3.012  -2.284
H  0.699  -4.859  0.653
H  2.326  -4.606  0.034
H  1.247  -5.768  -0.774
H  1.027  -2.925  -3.763
H  0.986  -4.682  -3.523
H  2.427  -3.748  -3.073
C  2.859  0.432  -1.704
C  2.987  0.635  -0.188
C  4.428  1.092  0.118
C  2.725  -0.655  0.625
C  2.082  1.795  0.259
C  1.181  1.715  1.319
C  0.445  2.821  1.734
C  0.585  4.043  1.098
C  1.460  4.138  0.022
C  2.189  3.033  -0.387
H  3.446  -0.434  -2.016
H  3.238  1.312  -2.231
H  1.829  0.240  -1.994
H  5.155  0.366  -0.246
H  4.578  1.209  1.194
H  4.637  2.050  -0.362
H  2.616  -0.354  1.672
H  1.005  0.767  1.813
H  -0.270  2.700  2.537
H  -0.004  4.897  1.410
H  1.567  5.076  -0.512
H  2.856  3.130  -1.235

The net atomic charges from Löwdin, expressed in e, are:
1 Pd 0.46
2 O -0.08
3 C -0.80
4 O -0.12
5 C -0.29
6 P 0.99
7 C -0.49
8 C -0.12
9 C -0.12
10 C -0.13
11 C -0.11
12 C -0.11
13 C -0.35
14 C -0.13
15 C -0.12
16 C -0.13
17 C -0.11
18 C -0.09
19 H 0.08
20 H 0.08
21 H 0.08
22 H 0.09
23 H 0.08
24 H 0.09
25 H 0.09
26 H 0.09
27 H 0.09
28 H 0.08
29 H 0.09
30 H 0.10
31 C -0.05
32 C -0.39
33 C -0.11
34 C -0.15
35 C -0.10
36 C -0.49
37 N 0.08
38 N -0.04
39 Si 0.38
40 C -0.17
41 C -0.18
42 C -0.20
43 H 0.06
44 H 0.07
45 H 0.07
46 H 0.07
47 H 0.08
48 H 0.10
49 H 0.01
50 H 0.02
51 H 0.00
52 H 0.02
53 H 0.02
54 H 0.01
55 H 0.01
56 H 0.01
57 H 0.01
58 C -0.05
59 C -0.43
60 C -0.05
61 C -0.23
62 C -0.16
63 C -0.05
64 C -0.11
65 C -0.12
66 C -0.11
67 C -0.06
68 H 0.08
69 H 0.07
70 H 0.06
71 H 0.07
72 H 0.09
73 H 0.07
74 H 0.13
75 H 0.09
76 H 0.09
77 H 0.09
78 H 0.09
79 H 0.10

Energy above the lowest of the compared OMol25 structures with the same formula, charge and spin, respectively: 52.1 38.7 kcal/mol.
Strongest force on any atom, respectively: 1.4 0.6 eV/A.